145
Properties=species:S:1:pos:R:3:mulliken_charge:R:1 method="wB97M-V/def2-TZVPD" spin_multiplicity=1 lumo_energy_ev=-1.523 homo_lumo_gap_ha=0.18532 total_charge=-1
Hg 1.343 -3.049 -0.587 2.3973
Hg 2.545 3.426 -0.650 2.5478
O 3.489 -2.693 0.180 -0.7979
C 4.588 -2.228 0.222 0.8255
O 4.944 -1.349 1.086 -0.4261
B 6.415 -1.180 0.920 1.2498
O 6.865 -2.258 -0.001 -0.6137
C 5.802 -2.710 -0.606 0.4193
O 5.678 -3.422 -1.528 -0.5865
O 7.155 -1.297 2.169 -0.6853
C 7.730 -0.137 2.540 0.3217
O 8.284 0.088 3.568 -0.6060
C 7.525 0.800 1.335 0.5246
O 6.833 0.145 0.391 -0.0382
O 7.940 1.870 1.271 -0.4826
O 6.444 -3.011 -5.054 -0.5420
C 6.200 -1.886 -4.990 0.4604
O 5.957 -1.235 -3.853 -0.1337
B 5.887 0.212 -4.157 1.2175
O 6.087 0.326 -5.602 -0.5668
C 6.147 -0.897 -6.154 0.4406
O 6.487 -1.060 -7.279 -0.5726
O 4.648 0.878 -3.662 -0.5635
C 4.917 1.863 -2.848 0.3080
O 4.107 2.513 -2.224 -0.8603
C 6.460 1.964 -2.735 0.4879
O 6.948 0.956 -3.443 -0.5603
O 7.020 2.693 -2.041 -0.5198
O -2.059 -4.303 -3.530 -0.6405
C -1.958 -3.115 -3.555 0.5479
O -2.945 -2.276 -3.729 -0.5595
B -2.436 -0.917 -3.515 0.9792
O -0.937 -1.091 -3.479 -0.4221
C -0.681 -2.312 -3.140 0.4179
O 0.235 -2.753 -2.552 -0.7697
O -2.832 0.014 -4.575 -0.5451
C -3.619 0.957 -4.058 0.1665
O -4.217 1.811 -4.629 -0.5814
C -3.665 0.724 -2.535 0.6007
O -2.980 -0.375 -2.256 -0.0892
O -4.374 1.343 -1.775 -0.5895
P 4.937 3.308 2.084 1.6095
F 4.306 3.651 3.511 -0.3916
F 4.293 1.848 2.212 -0.3416
F 3.569 3.889 1.294 -0.7500
F 5.603 2.862 0.685 -0.4066
F 5.558 4.789 1.872 -0.4652
F 6.321 2.901 2.825 -0.3513
P 1.510 0.255 -0.139 0.8484
F 1.593 -0.917 0.993 -0.2769
F -0.008 -0.218 -0.399 -0.6316
F 0.856 1.354 0.863 -0.2470
F 1.552 1.416 -1.333 -0.5578
F 2.963 0.829 0.214 -0.3562
F 2.145 -0.846 -1.184 -0.5133
C -3.356 1.238 2.202 -2.6425
C -4.312 0.080 2.450 1.9158
C -5.675 0.760 2.721 -1.1842
C -6.804 -0.236 2.570 -0.5880
C -6.773 -0.876 1.192 -1.2047
C -5.467 -1.636 0.918 1.3482
N -4.358 -0.741 1.232 0.1163
O -3.093 -1.223 0.853 1.6798
C -5.520 -2.991 1.623 -1.1362
C -5.399 -1.870 -0.599 -1.7209
C -3.900 -0.734 3.701 -1.3739
H -2.357 0.901 1.879 0.3840
H -3.125 1.742 3.143 0.4824
H -3.622 1.892 1.373 0.4223
H -5.635 1.141 3.745 0.3911
H -5.807 1.657 2.113 0.4056
H -7.768 0.281 2.604 0.4482
H -6.764 -0.961 3.386 0.2780
H -6.818 -0.126 0.398 0.4108
H -7.578 -1.605 1.104 0.3903
H -5.501 -2.917 2.708 0.3122
H -6.390 -3.576 1.314 0.5460
H -4.691 -3.609 1.280 -0.1416
H -6.323 -2.375 -0.906 0.4726
H -5.338 -0.939 -1.161 0.0152
H -4.609 -2.544 -0.935 0.0775
H -4.362 -0.399 4.627 0.3112
H -2.812 -0.702 3.811 0.3812
H -4.115 -1.784 3.528 0.0953
H -2.692 -0.551 0.283 -0.3595
C 0.744 4.537 1.741 -2.1817
C 0.286 5.476 0.625 1.8033
C 1.074 6.787 0.786 -1.5173
C 1.040 7.719 -0.444 -0.6643
C 1.294 6.944 -1.735 -1.2262
C 0.430 5.685 -1.960 1.9044
N 0.512 4.877 -0.724 -0.4708
O -0.154 3.631 -0.822 0.9440
C -0.961 6.075 -2.480 -1.5434
C 1.275 4.921 -2.994 -2.4193
C -1.199 5.825 0.799 -1.4125
H 0.276 4.805 2.698 0.5758
H 1.741 4.823 2.077 0.3705
H 0.500 3.506 1.519 0.2365
H 0.550 7.262 1.621 0.3517
H 2.112 6.761 1.125 0.5056
H 1.899 8.384 -0.373 0.4163
H 0.067 8.209 -0.388 0.3281
H 2.366 6.710 -1.701 0.2789
H 1.255 7.629 -2.585 0.3940
H -1.173 7.131 -2.352 0.3304
H -1.159 5.709 -3.482 0.4850
H -1.655 5.503 -1.860 0.2496
H 1.129 5.331 -3.997 0.5632
H 2.357 4.797 -2.892 0.4008
H 0.798 3.931 -3.056 0.4836
H -1.875 5.062 0.411 0.0522
H -1.538 6.729 0.280 0.3570
H -1.413 6.046 1.843 0.5193
H -1.112 3.822 -0.735 0.0582
C -2.471 -3.981 2.601 -1.2622
C -1.008 -4.351 2.338 1.6729
C -0.605 -5.643 3.074 -1.2537
C -1.210 -6.901 2.382 -0.5969
C -0.722 -6.909 0.947 -1.4605
C -1.058 -5.650 0.135 1.5960
N -0.683 -4.461 0.904 0.1636
O -0.947 -3.220 0.164 2.1948
C -0.330 -5.656 -1.194 -1.8013
C -2.558 -5.733 -0.237 -1.6733
C -0.134 -3.197 2.851 -2.1309
H -2.830 -3.322 1.807 -0.5409
H -2.649 -3.378 3.489 0.6606
H -3.126 -4.850 2.656 0.3880
H 0.478 -5.532 3.075 0.4303
H -1.123 -5.660 4.032 0.2833
H -2.299 -6.881 2.418 0.3357
H -0.891 -7.769 2.957 0.4614
H -1.015 -7.776 0.347 0.4614
H 0.371 -7.029 0.904 0.3734
H -0.718 -5.005 -1.972 -0.1536
H 0.750 -5.427 -1.065 0.4150
H -0.440 -6.622 -1.696 0.5140
H -2.798 -6.727 -0.610 0.5430
H -3.223 -5.666 0.633 0.3410
H -2.875 -4.925 -0.895 0.0807
H -0.266 -2.239 2.359 0.0275
H 0.938 -3.433 2.830 0.4726
H -0.328 -3.110 3.925 0.5644
H -1.905 -3.020 0.296 -1.1409

***

110
Properties=species:S:1:pos:R:3:mulliken_charge:R:1 method="wB97M-V/def2-TZVPD" de_lowest_kj_mol=38.5 spin_multiplicity=1 lumo_energy_ev=0.531 homo_lumo_gap_ha=0.30111
Co 0.733 0.389 -0.837 -0.5893
C -0.996 0.906 -4.615 -1.1009
Si -0.664 -0.801 -3.892 0.0541
C 0.727 -1.529 -4.929 -1.3025
C -2.236 -1.801 -4.192 -1.1224
N -0.301 -0.755 -2.199 0.6889
P -0.887 -1.594 -0.961 2.0427
C -0.111 -0.915 0.355 -0.8284
P 1.270 -0.794 1.290 2.2237
N 1.816 0.656 0.850 0.3861
Si 3.155 1.725 1.172 0.0552
C 3.167 3.176 -0.009 -0.7845
C 3.013 2.510 2.892 -1.2431
C 4.854 0.907 1.136 -1.2572
C 0.847 -0.917 3.064 0.4614
C 0.538 -2.170 3.595 -0.7073
C 0.175 -2.303 4.924 -0.7143
C 0.134 -1.183 5.749 -0.4988
C 0.432 0.065 5.227 -1.2640
C 0.767 0.198 3.884 -0.4306
C 2.509 -2.120 1.184 0.4461
C 2.481 -3.074 0.176 0.1216
C 3.429 -4.087 0.139 -0.8958
C 4.413 -4.154 1.111 -0.7246
C 4.448 -3.206 2.127 -0.6545
C 3.495 -2.203 2.167 -0.8396
C -0.759 -3.402 -1.059 0.4998
C -1.157 -4.133 0.060 -0.4710
C -1.015 -5.509 0.083 -0.8052
C -0.467 -6.169 -1.012 -0.6994
C -0.063 -5.447 -2.124 -0.6625
C -0.210 -4.065 -2.146 -0.1809
C -2.680 -1.298 -0.825 0.5955
C -3.655 -2.250 -1.098 -0.5469
C -5.000 -1.904 -1.077 -0.8857
C -5.380 -0.601 -0.792 -0.8609
C -4.409 0.358 -0.526 -0.9404
C -3.069 0.010 -0.541 0.0957
H -1.270 0.788 -5.666 0.6383
H -0.120 1.556 -4.590 0.1717
H -1.830 1.414 -4.122 0.1983
H 0.372 -1.678 -5.953 0.4626
H 1.095 -2.487 -4.561 0.3891
H 1.582 -0.854 -4.962 0.3296
H -2.357 -1.954 -5.268 0.4513
H -3.118 -1.271 -3.826 0.2690
H -2.226 -2.785 -3.721 0.3437
H 2.250 3.759 0.053 -0.0197
H 3.293 2.878 -1.050 0.2539
H 4.005 3.826 0.256 0.5494
H 2.069 3.045 3.017 0.2485
H 3.822 3.237 3.006 0.4504
H 3.114 1.789 3.706 0.2925
H 5.281 0.914 0.134 0.3476
H 4.839 -0.128 1.473 0.3212
H 5.530 1.461 1.794 0.4125
H 0.597 -3.051 2.965 0.4636
H -0.058 -3.281 5.324 0.4545
H -0.127 -1.289 6.794 0.4120
H 0.413 0.940 5.865 0.5178
H 0.981 1.174 3.472 0.4959
H 1.725 -3.024 -0.594 0.0943
H 3.391 -4.824 -0.654 0.4922
H 5.154 -4.943 1.084 0.3959
H 5.212 -3.253 2.892 0.4450
H 3.515 -1.484 2.979 0.5863
H -1.566 -3.616 0.923 0.5877
H -1.324 -6.069 0.956 0.4245
H -0.352 -7.245 -0.993 0.3978
H 0.371 -5.955 -2.975 0.4374
H 0.128 -3.501 -3.005 0.0148
H -3.372 -3.268 -1.336 0.3759
H -5.750 -2.654 -1.292 0.4397
H -6.428 -0.331 -0.778 0.3970
H -4.697 1.380 -0.307 0.4852
H -2.310 0.754 -0.323 -0.6123
C -2.301 3.617 -1.639 -1.2064
C -0.891 4.227 -1.665 1.9419
C -0.511 4.644 -3.082 -1.7639
C -0.852 5.434 -0.731 -1.7188
N 0.134 3.311 -1.136 -0.2614
N 0.211 2.060 -1.819 0.8305
H -3.048 4.384 -1.849 0.5983
H -2.508 3.193 -0.655 -0.0204
H -2.437 2.834 -2.391 0.1675
H -1.179 5.431 -3.436 0.5091
H -0.592 3.810 -3.782 0.1563
H 0.513 5.020 -3.103 0.3635
H -1.528 6.213 -1.086 0.4473
H 0.159 5.840 -0.679 0.3812
H -1.162 5.147 0.276 0.1738
H -0.107 3.081 -0.176 0.1732
H 0.806 2.175 -2.633 0.4033
H -0.702 1.750 -2.156 -0.5454
F 2.201 0.694 -3.161 -0.3080
C 2.265 0.061 -1.928 0.1686
F 2.437 -1.251 -2.232 -0.1896
F 3.470 0.454 -1.441 -0.1715
C -1.860 3.448 3.646 -0.8933
N -2.115 2.068 3.295 0.3444
C -2.743 1.222 4.289 -0.9378
C -1.681 1.559 2.131 0.1678
O -1.152 2.192 1.229 -0.6887
H -1.225 3.506 4.535 0.3242
H -2.797 3.968 3.853 0.3013
H -1.353 3.930 2.815 0.1712
H -3.554 1.770 4.770 0.3611
H -2.034 0.899 5.053 0.2462
H -3.163 0.340 3.807 0.2888
H -1.873 0.480 2.019 0.1105

***

114
Properties=species:S:1:pos:R:3:mulliken_charge:R:1 method="wB97M-V/def2-TZVPD" spin_multiplicity=5 lumo_energy_ev="-2.307 / -5.163" homo_lumo_gap_ha="0.19819 / 0.21962" total_charge=+1 s2=6.0532
Pd 0.081 -0.265 -0.272 1.4674
C 4.219 -1.576 -1.757 -1.8410
C 3.290 -0.534 -2.393 2.9698
C 2.304 -1.295 -3.282 -1.3427
C 4.136 0.363 -3.307 -1.8806
P 2.382 0.462 -1.051 0.6393
C 1.974 2.077 -1.908 -1.6363
N 0.715 1.832 -2.591 -0.1892
B -0.466 1.280 -1.846 1.3262
N -1.297 0.701 -2.934 0.3854
C -2.514 -0.033 -2.666 -1.4954
P -2.218 -0.983 -1.075 -0.1702
C -3.681 -0.686 0.049 2.4003
C -4.020 0.807 0.077 -1.9339
C -4.945 -1.448 -0.353 -2.0309
C -3.246 -1.126 1.454 -1.5534
C -2.264 -2.747 -1.709 2.2959
C -2.000 -3.693 -0.536 -2.2859
C -1.133 -2.854 -2.742 -2.0971
C -3.557 -3.175 -2.417 -1.7847
C -0.711 0.925 -4.121 1.1693
C -1.106 0.547 -5.418 -1.0764
C -0.296 0.898 -6.463 -0.7693
C 0.905 1.626 -6.262 -0.9076
C 1.325 1.994 -5.013 -0.6366
C 0.525 1.637 -3.912 0.3621
C 3.585 0.874 0.321 2.3740
C 2.951 1.996 1.144 -2.1275
C 4.966 1.346 -0.136 -1.9908
C 3.695 -0.342 1.252 -2.0272
H 4.583 -2.223 -2.557 0.5518
H 3.710 -2.201 -1.031 0.0855
H 5.090 -1.125 -1.289 0.3191
H 2.880 -1.832 -4.037 0.8073
H 1.617 -0.645 -3.816 -0.2222
H 1.741 -2.018 -2.707 -0.3890
H 4.796 -0.279 -3.892 0.5853
H 4.762 1.069 -2.773 0.1876
H 3.521 0.909 -4.019 0.2719
H 2.735 2.450 -2.591 0.4795
H 1.809 2.830 -1.135 0.3372
H -2.699 -0.733 -3.481 0.3547
H -3.372 0.637 -2.595 0.3470
H -4.404 1.170 -0.875 0.4877
H -3.175 1.419 0.369 0.1493
H -4.804 0.959 0.820 0.6362
H -5.243 -1.255 -1.384 0.3330
H -5.762 -1.120 0.291 0.5664
H -4.836 -2.522 -0.213 0.3005
H -2.318 -0.648 1.772 -0.2819
H -3.089 -2.202 1.512 0.3963
H -4.037 -0.871 2.161 0.5181
H -1.119 -3.403 0.034 0.5151
H -1.843 -4.702 -0.917 0.5492
H -2.846 -3.729 0.148 0.2617
H -0.215 -2.392 -2.402 0.1602
H -1.418 -2.413 -3.698 0.2997
H -0.929 -3.910 -2.923 0.6531
H -4.355 -3.430 -1.725 0.4057
H -3.338 -4.069 -3.003 0.5315
H -3.939 -2.428 -3.112 0.2389
H -2.030 0.014 -5.583 0.5470
H -0.582 0.633 -7.470 0.4364
H 1.495 1.903 -7.122 0.4606
H 2.232 2.562 -4.879 0.5681
H 2.922 2.944 0.606 0.4149
H 3.560 2.153 2.035 0.8512
H 1.952 1.724 1.479 -0.0577
H 4.903 2.208 -0.800 0.3848
H 5.542 0.566 -0.628 0.3825
H 5.531 1.658 0.743 0.4602
H 2.707 -0.678 1.571 0.1286
H 4.242 -0.037 2.145 0.6115
H 4.226 -1.180 0.812 0.4299
O 0.014 -1.176 1.715 -0.4304
C 0.416 -2.278 2.207 -1.6400
C 1.035 -3.347 1.519 1.4743
C 1.362 -4.528 2.206 -0.8561
C 1.898 -5.603 1.524 -0.4303
C 2.186 -5.639 0.161 -1.0313
C 1.933 -4.470 -0.535 0.0478
C 1.377 -3.319 0.079 -0.6215
O 1.217 -2.262 -0.621 1.6531
N 2.186 -6.831 2.315 1.0449
O 1.975 -6.789 3.504 -0.6054
O 2.586 -7.792 1.702 -0.6098
H 0.258 -2.430 3.280 0.2294
H 1.180 -4.616 3.266 0.6297
H 2.597 -6.525 -0.295 0.5498
H 2.153 -4.398 -1.592 0.5260
C 1.213 4.738 2.918 -1.1156
C 0.059 4.169 3.724 -1.4705
C -0.956 3.359 2.895 2.5017
C -2.104 2.931 3.842 -1.5998
C -3.262 2.231 3.160 -1.0093
C -1.534 4.271 1.839 -0.4421
O -2.007 5.355 2.059 -0.5981
N -1.508 3.782 0.529 0.1618
C -1.019 2.559 0.187 -1.3816
O -1.232 2.258 -1.082 -0.3522
N -0.443 1.711 0.985 3.2301
C -0.288 2.080 2.346 -2.1057
O 0.333 1.369 3.092 -0.4832
H 1.872 5.319 3.559 0.5439
H 0.864 5.404 2.127 0.3129
H 1.810 3.946 2.471 0.0709
H -0.495 4.975 4.205 0.4559
H 0.431 3.504 4.503 0.5278
H -2.450 3.831 4.352 0.4747
H -1.653 2.276 4.588 0.4551
H -3.752 2.873 2.426 0.2877
H -4.014 1.945 3.894 0.6188
H -2.934 1.323 2.661 -0.0085
H -1.928 4.357 -0.191 0.3276

***

115
Properties=species:S:1:pos:R:3:mulliken_charge:R:1 method="wB97M-V/def2-TZVPD" de_lowest_kj_mol=156.9 spin_multiplicity=1 lumo_energy_ev=1.490 homo_lumo_gap_ha=0.19349 total_charge=-1
Cs -0.481 0.065 -0.781 1.2847
Cl 4.821 -0.231 -7.040 -0.2918
C 3.342 -0.092 -6.143 0.4385
C 2.440 -1.161 -6.014 -0.8369
C 1.324 -1.092 -5.167 0.3908
Cl 0.211 -2.307 -5.187 -0.2369
C 1.077 0.124 -4.309 -0.5478
O 0.134 0.321 -3.560 -0.4880
C 2.083 1.148 -4.503 0.5833
Cl 1.807 2.567 -3.553 -0.2094
C 3.056 1.123 -5.471 -0.7474
H 2.566 -1.944 -6.692 0.5088
H 3.704 1.998 -5.541 0.3553
C -1.246 -5.038 -0.674 -0.9707
Se -2.296 -3.407 -0.977 0.2394
C -4.099 -4.023 -0.345 -0.8368
C -4.269 -3.546 1.092 -0.4130
Se -5.699 -4.431 2.038 0.0271
C -5.132 -3.650 3.740 -0.8728
H -1.740 -5.809 -1.277 0.3569
H -1.259 -5.131 0.435 0.2182
H -0.250 -4.810 -1.076 0.2655
H -4.145 -5.152 -0.429 0.3841
H -4.866 -3.505 -0.954 0.3919
H -4.496 -2.494 1.085 0.4112
H -3.351 -3.745 1.692 0.0612
H -4.427 -4.405 4.137 0.2479
H -6.107 -3.477 4.309 0.2924
H -4.636 -2.700 3.672 0.2827
C -2.931 3.851 2.196 -0.3925
S -3.677 2.961 3.650 -0.0693
C -4.062 4.309 4.759 -0.7858
H -3.562 4.670 1.830 0.3067
H -2.693 3.180 1.378 -0.1693
H -1.958 4.182 2.572 0.3924
H -3.121 4.604 5.224 0.2567
H -4.762 4.046 5.508 0.3250
H -4.377 5.189 4.134 0.1991
O 2.039 0.374 0.740 -0.8613
P 3.262 -0.140 1.447 -0.1533
C 4.341 -1.122 0.138 0.2543
C 5.712 -1.717 0.631 -0.7931
C 6.157 -2.885 -0.233 -0.9018
C 5.601 -2.836 -1.754 -0.6438
C 5.449 -1.397 -2.235 -0.9526
C 4.548 -0.533 -1.278 -0.2251
C 2.731 -1.346 2.776 0.0767
C 1.672 -0.730 3.696 -0.2515
C 0.845 -1.827 4.340 -1.6286
C 0.037 -2.742 3.328 -0.4121
C 0.954 -3.285 2.208 -0.2515
C 2.419 -2.840 2.385 -1.2712
C 4.321 1.283 2.046 0.4876
C 5.224 2.123 1.103 -1.2876
C 4.326 2.937 0.251 0.0517
C 3.528 3.979 0.996 -1.2491
C 2.592 3.261 1.959 -0.2944
C 3.498 2.279 2.825 -1.2481
H 3.648 -1.942 -0.034 0.3310
H 5.645 -1.960 1.730 0.3877
H 6.450 -0.936 0.680 0.4246
H 5.762 -3.831 0.203 0.2174
H 7.259 -2.982 -0.233 0.4386
H 4.634 -3.372 -1.765 0.3293
H 6.439 -3.387 -2.219 0.3466
H 5.007 -1.377 -3.174 0.5323
H 6.434 -0.929 -2.348 0.3832
H 3.591 -0.380 -1.746 0.2715
H 4.984 0.527 -1.272 -0.1744
H 3.641 -1.376 3.287 0.7301
H 0.991 -0.152 3.049 0.1887
H 2.221 -0.107 4.433 0.3998
H 0.087 -1.436 5.079 0.3904
H 1.468 -2.409 5.003 0.4936
H -0.658 -2.014 2.853 0.1238
H -0.625 -3.533 3.758 0.3483
H 0.580 -2.905 1.208 0.0057
H 0.978 -4.403 2.172 0.4477
H 3.006 -3.425 1.643 0.3471
H 2.698 -3.348 3.342 0.5368
H 4.989 0.785 2.826 0.5060
H 5.851 1.456 0.513 0.3241
H 5.883 2.806 1.707 0.4985
H 3.605 2.227 -0.268 0.1015
H 4.895 3.391 -0.542 0.4527
H 2.950 4.606 0.341 0.4555
H 4.211 4.651 1.523 0.3524
H 1.887 2.580 1.407 0.0548
H 2.045 3.901 2.600 0.5559
H 2.923 1.739 3.581 0.0731
H 4.153 3.003 3.374 0.5038
N -8.354 4.039 -0.606 -0.5460
C -7.008 3.899 -0.795 1.0063
C -6.500 4.410 -2.032 -0.5635
C -5.187 4.024 -2.356 -0.6659
C -4.558 3.018 -1.578 -0.1226
C -5.112 2.506 -0.389 -0.6948
C -6.283 3.061 0.095 -0.6750
S -2.917 2.386 -2.014 1.1790
O -2.659 2.991 -3.320 -0.7546
O -1.952 2.691 -0.959 -0.6526
N -3.116 0.790 -2.003 -0.1793
C -3.637 0.009 -3.000 0.1432
S -3.769 0.577 -4.683 -0.0331
C -4.273 -0.925 -5.124 -0.3971
C -4.391 -1.793 -4.073 -0.5503
N -4.024 -1.299 -2.884 -0.3073
H -8.839 4.408 -1.405 0.2058
H -8.644 4.500 0.282 0.2280
H -7.053 5.195 -2.653 0.1842
H -4.723 4.465 -3.244 0.4723
H -4.746 1.613 0.117 0.5267
H -6.750 2.741 1.055 0.2849
H -4.522 -0.984 -6.176 0.3467
H -4.792 -2.813 -4.092 0.3899

***

Looking at electronic energy for the records above, in order, we have -162708.2919; -130982.0237; -85911.5641; -264663.6505 eV.